# C4H8O2

The molecule C4H8O2 (wB97M-V/def2-TZVPD, OMol25).

ORCA input file:
```
! wB97M-V def2-TZVPD RIJCOSX def2/J DEFGRID3
* xyz 0 1
C -1.01389 -0.85878 0.56210
C -0.26496 0.37256 0.07344
C 1.15034 0.03475 -0.38291
O 1.79176 -0.53730 0.74207
C -1.02027 1.13035 -0.99188
O -2.20163 0.99420 -1.21902
H -2.00590 -0.59189 0.93394
H -0.44192 -1.34023 1.35933
H -1.13883 -1.57602 -0.25740
H -0.14159 1.07854 0.91059
H 1.11776 -0.66852 -1.23523
H 1.66902 0.94942 -0.72428
H 2.73318 -0.62144 0.56751
H -0.42748 1.87155 -1.57267
*
```

Values from the calculation:
- energy (Ha) = -307.66848
- lowest unoccupied orbital energy (eV) = 0.7
- ΔE to the lowest compared entry with this formula, charge and spin (kcal/mol) = 27.6
- maximum force (eV Å⁻¹) = 0.742
- gap between HOMO and LUMO (eV) = 10.635